The following is a DFT calculation (wB97M-V/def2-TZVPD) of a molecular structure, C37H34MnNO3P.

XYZ file:
```
77
C37H34MnNO3P, DFT wB97M-V/def2-TZVPD
Mn -0.1808 0.4702 0.0689
C 1.6887 -1.1476 5.2723
C 0.9562 0.1672 5.2565
C 0.9662 0.9460 6.4129
C 0.2905 2.1523 6.4946
C -0.4344 2.6087 5.4058
C -0.4427 1.8572 4.2435
C 0.2471 0.6469 4.1437
P 0.1258 -0.1402 2.4877
C 1.7705 -0.8994 2.2184
C 1.8789 -2.2639 1.9662
C 3.1033 -2.8267 1.6500
C 4.2308 -2.0255 1.5815
C 4.1295 -0.6673 1.8314
C 2.9125 -0.0802 2.1509
C 2.8474 1.4009 2.4040
C -1.0363 -1.5054 2.7211
C -1.5220 -1.9150 3.9605
C -2.5154 -2.8758 4.0350
C -3.0309 -3.4184 2.8630
C -2.5560 -3.0085 1.6306
C -1.5439 -2.0459 1.5166
C -1.0283 -1.5791 0.2183
H 1.8246 -1.4871 6.2993
H 2.6756 -1.0521 4.8151
H 1.1475 -1.9150 4.7235
H 1.5169 0.5842 7.2737
H 0.3217 2.7279 7.4110
H -0.9807 3.5417 5.4620
H -0.9906 2.2086 3.3753
H 0.9932 -2.8879 2.0121
H 3.1734 -3.8873 1.4437
H 5.1877 -2.4559 1.3159
H 5.0080 -0.0409 1.7347
H 3.7703 1.8827 2.0852
H 2.6891 1.6190 3.4621
H 2.0204 1.8481 1.8469
H -1.1424 -1.4679 4.8710
H -2.8948 -3.1892 4.9994
H -3.8070 -4.1724 2.9199
H -2.9636 -3.4490 0.7277
H -1.6858 -1.8772 -0.6002
H -0.0270 -1.9896 0.0189
O -0.0196 0.0052 -2.3311
C 1.2698 0.0649 -2.9380
C 2.2907 0.2177 -1.7179
O 3.4812 0.0992 -1.9391
O 1.7223 0.5012 -0.6186
C 1.5367 -1.2199 -3.7144
C 0.5280 -2.1747 -3.8494
C 0.7521 -3.3669 -4.5224
C 1.9920 -3.6366 -5.0748
C 3.0019 -2.6961 -4.9462
C 2.7809 -1.5032 -4.2758
C 1.3940 1.3498 -3.7588
C 0.2919 2.1876 -3.9276
C 0.3994 3.3848 -4.6219
C 1.6133 3.7746 -5.1604
C 2.7158 2.9489 -4.9996
C 2.6105 1.7529 -4.3079
H -0.6815 -0.0367 -3.0304
H -0.4443 -2.0207 -3.4035
H -0.0530 -4.0870 -4.6027
H 2.1740 -4.5739 -5.5848
H 3.9806 -2.8931 -5.3659
H 3.5998 -0.8140 -4.1587
H -0.6679 1.9280 -3.5031
H -0.4766 4.0121 -4.7364
H 1.7034 4.7165 -5.6861
H 3.6736 3.2407 -5.4116
H 3.4953 1.1545 -4.1618
C -2.9874 4.0905 -0.0619
C -2.1049 2.9506 -0.1727
N -1.4109 2.0458 -0.2528
H -2.4915 4.8817 0.4989
H -3.8994 3.7983 0.4567
H -3.2433 4.4637 -1.0522
```

Properties
Highest occupied orbital energy (spin up / spin down): -0.2478 / -0.2725 hartree
⟨S²⟩: 8.760
M: 626.6 g mol⁻¹
Multiplicity: 6
Electronic energy: -3203.20414 hartree

=====

The following is a DFT calculation (wB97M-V/def2-TZVPD) of a molecular structure, C34H29ClIrN6OPS.

XYZ file:
```
74
C34H29ClIrN6OPS, DFT wB97M-V/def2-TZVPD
Ir 0.2699 -1.3412 0.8831
Cl -1.3998 -3.1197 0.7479
C -2.9721 -2.3165 0.6864
C -4.0835 -3.0756 0.3953
C -5.3107 -2.4237 0.3443
C -5.3955 -1.0566 0.5725
C -4.2562 -0.3214 0.8637
C -3.0135 -0.9533 0.9330
P -1.5171 -0.0626 1.4158
C -1.7014 1.5421 0.6349
C -1.5907 2.7313 1.3531
C -1.8543 3.9413 0.7243
C -2.2459 3.9670 -0.6055
C -2.3775 2.7793 -1.3211
C -2.1018 1.5715 -0.7071
C -1.5076 0.1360 3.1989
C -0.4427 0.8192 3.7944
C -0.4124 0.9825 5.1673
C -1.4334 0.4533 5.9523
C -2.4847 -0.2319 5.3635
C -2.5292 -0.3902 3.9839
H -4.0051 -4.1387 0.2138
H -6.2025 -2.9932 0.1201
H -6.3547 -0.5600 0.5247
H -4.3332 0.7419 1.0514
H -1.3233 2.7228 2.4001
H -1.7754 4.8627 1.2849
H -2.4720 4.9116 -1.0819
H -2.7224 2.8021 -2.3467
H -2.2452 0.6440 -1.2523
H 0.3551 1.2321 3.1848
H 0.3991 1.5294 5.6296
H -1.4094 0.5843 7.0260
H -3.2794 -0.6375 5.9746
H -3.3604 -0.9180 3.5346
O 0.4657 -2.1186 2.7200
N 1.4655 -1.6329 3.4787
C 1.5118 -2.0802 4.7527
C 2.5118 -1.6566 5.5838
C 3.4654 -0.7561 5.1008
C 3.3834 -0.3082 3.8010
C 2.3572 -0.7645 2.9761
S 2.1932 -0.2830 1.3011
H 0.7247 -2.7704 5.0173
H 2.5453 -2.0245 6.5988
H 4.2643 -0.4125 5.7434
H 4.1014 0.3919 3.3975
C 1.1812 1.4913 -1.3364
C 0.6573 0.1984 -1.8521
N 0.2927 -0.8749 -1.1622
C -0.1194 -1.8355 -2.0769
C -0.0101 -1.3366 -3.3241
N 0.4953 -0.0583 -3.1770
C 0.7045 0.8645 -4.2711
N 1.6278 0.3561 -5.2745
N 1.0566 0.0979 -6.5765
N 1.9538 -0.2712 -7.3428
C 3.1756 -0.2930 -6.6558
C 4.4234 -0.5950 -7.0963
C 5.4729 -0.4995 -6.1359
C 5.2379 -0.1096 -4.7974
C 3.9820 0.1961 -4.3552
C 2.9258 0.1134 -5.3155
H 1.2169 1.4804 -0.2521
H 0.5385 2.3232 -1.6302
H 2.1895 1.6860 -1.7067
H -0.4583 -2.8075 -1.7674
H -0.2411 -1.7610 -4.2866
H 1.0497 1.8238 -3.8923
H -0.2267 1.0100 -4.8176
H 4.6194 -0.8867 -8.1199
H 6.4821 -0.7378 -6.4462
H 6.0764 -0.0578 -4.1170
H 3.7955 0.4847 -3.3302
```

Properties
Highest occupied orbital energy (spin up / spin down): -0.5944 / -0.5944 hartree
⟨S²⟩: 0.770
M: 828.4 g mol⁻¹
Multiplicity: 2
Electronic energy: -3019.94938 hartree
Charge: +3